{
  "formula": "C34H76BaN3O9",
  "method": "the ωB97M-V functional and the def2-TZVPD basis",
  "charge": 1,
  "total_energy_ha": -2207.3591,
  "orbital_gap_ev": 2.36,
  "homo_energy_ev": -8.90,
  "e_lumo_ev": -6.536,
  "elements": ["Ba", "O", "C", "O", "O", "H", "C", "C", "O", "H", "H", "H", "H", "H", "H", "C", "C", "O", "H", "H", "H", "H", "H", "H", "C", "C", "O", "H", "H", "H", "H", "H", "H", "C", "C", "C", "C", "C", "C", "N", "O", "C", "C", "C", "H", "H", "H", "H", "H", "H", "H", "H", "H", "H", "H", "H", "H", "H", "H", "H", "H", "H", "H", "C", "C", "C", "C", "C", "C", "N", "O", "C", "C", "C", "H", "H", "H", "H", "H", "H", "H", "H", "H", "H", "H", "H", "H", "H", "H", "H", "H", "H", "H", "C", "C", "C", "C", "C", "C", "N", "O", "C", "C", "C", "H", "H", "H", "H", "H", "H", "H", "H", "H", "H", "H", "H", "H", "H", "H", "H", "H", "H", "H"],
  "positions_angstrom": [[19.572630, 3.342874, 15.999387], [17.463896, -3.463134, 13.569341], [17.844044, -2.336929, 14.081138], [18.915074, -1.769809, 13.861492], [17.089336, -1.701109, 14.834005], [16.596768, -3.605339, 13.955922], [14.412292, 0.823181, 21.467302], [15.680807, 1.541914, 21.887779], [16.228331, 2.271033, 20.829345], [13.877606, 0.317708, 22.271490], [14.766667, 0.163108, 20.675582], [13.651279, 1.510383, 21.097561], [16.423991, 0.790487, 22.154486], [15.476151, 2.182399, 22.745683], [15.963951, 3.185139, 20.956335], [25.985619, -4.604037, 13.684375], [25.780278, -4.096749, 12.293204], [25.019943, -2.909715, 12.278606], [26.528378, -3.869333, 14.279119], [26.602025, -5.500726, 13.748359], [25.072393, -4.756765, 14.259531], [25.221744, -4.802809, 11.678681], [26.720824, -3.839861, 11.805893], [24.157254, -3.148892, 12.625233], [13.182784, 3.952642, 13.163813], [13.358134, 4.407321, 14.589640], [14.583687, 5.136994, 14.732580], [13.988366, 3.302053, 12.823416], [13.202421, 4.693587, 12.364619], [12.267452, 3.364756, 13.095537], [13.430285, 3.553635, 15.263520], [12.567089, 5.083410, 14.914068], [14.478784, 6.001436, 14.328430], [17.804502, -0.303682, 4.177672], [18.315244, 0.643492, 5.241116], [18.807025, -0.178395, 6.476775], [20.117453, -0.813364, 6.267943], [21.172978, 0.130750, 5.851995], [20.823855, 0.938424, 4.554615], [19.435739, 1.498795, 4.745568], [19.052965, 2.395430, 3.741689], [21.919601, 1.995553, 4.463009], [21.021995, 0.060759, 3.266068], [17.190721, 1.600160, 5.810939], [18.580038, -1.026857, 3.925375], [17.618870, 0.230472, 3.245831], [16.901504, -0.817112, 4.507933], [18.838337, 0.453947, 7.364050], [18.008586, -0.903263, 6.635397], [20.062998, -1.655267, 5.577773], [20.421589, -1.317618, 7.185178], [22.038718, -0.501823, 5.655934], [21.440359, 0.772967, 6.691148], [22.891948, 1.507128, 4.526834], [21.923351, 2.438160, 3.466924], [21.781588, 2.802433, 5.182728], [22.078367, -0.045949, 3.019492], [20.801222, -0.995568, 3.419479], [20.463236, 0.434074, 2.407859], [16.971259, 2.233669, 4.951519], [17.506664, 2.203935, 6.661660], [16.277852, 1.104043, 6.140546], [18.929685, 3.188668, 4.268161], [20.288407, -11.873216, 13.732299], [19.129539, -11.052022, 14.298163], [18.208434, -11.887641, 15.217349], [18.914147, -12.191577, 16.573301], [19.280985, -10.878224, 17.242616], [20.106037, -9.843843, 16.411818], [19.638479, -9.831906, 15.036952], [20.310361, -8.849602, 14.190532], [19.976619, -8.412964, 16.970903], [21.538528, -10.334141, 16.558409], [18.231041, -10.538445, 13.113356], [20.979002, -11.278135, 13.134744], [19.913019, -12.746418, 13.198738], [20.921535, -12.300125, 14.510106], [17.327795, -11.289639, 15.451820], [17.910122, -12.814054, 14.726563], [19.819882, -12.795315, 16.516384], [18.219678, -12.796425, 17.156358], [19.754112, -10.997994, 18.217253], [18.291777, -10.550066, 17.561809], [20.152985, -8.258317, 18.035361], [20.724826, -7.794152, 16.475589], [19.024478, -7.937035, 16.736314], [22.326514, -9.784341, 16.043728], [21.683134, -10.380268, 17.637785], [21.688508, -11.379448, 16.288350], [17.696805, -9.619352, 13.354122], [17.567504, -11.326447, 12.757151], [18.943912, -10.205846, 12.358851], [19.611568, -8.204562, 14.059355], [11.266275, -4.060050, 11.819882], [10.508331, -4.897640, 12.858326], [10.812883, -6.412533, 12.464714], [10.553755, -7.458927, 13.525128], [11.216040, -7.106473, 14.842926], [10.859746, -5.696810, 15.347794], [11.123759, -4.736396, 14.203629], [11.088057, -3.436624, 14.627157], [9.423556, -5.654838, 15.958758], [11.858827, -5.374083, 16.556610], [8.991246, -4.602063, 12.795024], [11.051568, -3.012617, 12.031713], [10.858547, -4.323762, 10.844018], [12.342405, -4.231629, 11.844431], [10.118994, -6.663362, 11.662401], [11.790055, -6.514578, 11.992684], [10.982324, -8.383933, 13.139409], [9.514558, -7.744204, 13.688833], [12.303356, -7.093507, 14.767551], [11.071702, -7.821628, 15.652757], [9.313964, -6.414159, 16.733055], [9.310475, -4.643096, 16.348222], [8.637646, -5.952522, 15.264623], [12.840321, -5.079761, 16.184930], [11.532423, -4.555347, 17.197892], [11.990417, -6.192763, 17.264095], [8.320825, -5.367715, 13.185412], [8.736106, -4.549704, 11.736594], [8.774989, -3.632561, 13.243780], [12.001058, -3.203750, 14.811013]],
  "atomic_forces_ev_per_a": [[-0.334, -0.608, -0.183], [0.074, -2.032, -1.123], [0.248, 3.468, 1.565], [2.566, -0.566, -1.560], [-2.352, -0.048, 1.298], [-0.380, -0.246, 0.020], [0.031, 0.276, -0.251], [-0.723, -0.790, 1.073], [0.461, 0.955, -0.796], [0.547, -0.422, 0.085], [-0.745, -0.329, -0.034], [0.228, 0.206, -0.386], [0.019, 0.063, 0.292], [0.245, 0.062, 0.154], [-0.019, 0.025, -0.194], [0.705, 0.077, 1.106], [-0.337, -0.115, -0.488], [-0.265, 0.758, 0.203], [0.134, 0.265, -0.117], [-0.195, -0.202, -0.250], [-0.282, -0.258, -0.356], [0.392, -0.484, -0.120], [0.025, -0.226, 0.022], [-0.197, 0.192, 0.007], [-0.072, -0.859, -0.567], [0.495, 0.792, -0.493], [0.712, -0.098, 0.391], [0.163, -0.328, 0.501], [-0.457, 0.620, 0.471], [-0.114, 0.080, -0.209], [-0.103, 0.087, -0.018], [-0.363, -0.335, 0.030], [-0.120, 0.000, -0.075], [0.033, 0.132, -0.446], [0.235, 0.574, 1.524], [-1.241, 0.795, -0.755], [0.084, -1.796, 0.519], [0.287, 0.095, -0.961], [-0.051, -0.805, 0.177], [1.359, -0.694, 1.750], [-0.085, -0.150, -0.362], [-0.631, 0.703, -0.783], [-0.062, -0.578, 0.737], [0.661, -0.288, -1.336], [-0.110, -0.187, 0.175], [-0.289, 0.114, 0.038], [-0.002, -0.048, -0.108], [0.029, 0.240, -0.024], [0.053, -0.191, 0.224], [-0.191, 0.065, -0.410], [0.107, 0.043, 0.276], [0.400, 0.353, -0.243], [-0.079, 0.431, -0.162], [-0.049, 0.048, 0.457], [-0.164, 0.239, -0.052], [0.213, -0.126, 0.206], [0.157, 0.676, -0.129], [-0.748, -0.016, 0.132], [0.075, 0.079, 0.095], [-0.528, 0.319, 0.287], [0.452, 0.011, -0.177], [0.097, -0.389, -0.307], [-0.013, 0.350, -0.340], [0.196, -0.494, 0.464], [-0.176, 1.129, -0.368], [1.667, 0.376, 1.058], [0.340, -0.190, -0.736], [-1.456, 0.417, 0.472], [-0.034, -0.650, 0.018], [-1.806, 0.057, -0.686], [-0.201, -1.531, 0.792], [0.300, 0.436, -0.341], [0.617, -0.529, 0.698], [1.529, 0.280, 0.432], [-0.355, 0.071, -0.297], [-0.015, 0.157, -0.445], [-0.159, 0.071, 0.288], [-0.163, -0.032, -0.102], [0.016, 0.110, -0.170], [-0.023, -0.266, -0.662], [0.015, 0.252, 0.408], [0.451, -0.279, -0.161], [-0.123, 1.111, -0.295], [0.014, -0.616, 0.132], [0.103, 0.009, -0.075], [-0.240, -0.368, -0.040], [-0.244, 0.374, 0.128], [0.704, 0.474, 0.094], [-0.381, -0.050, -0.377], [-0.374, -0.302, 0.434], [0.091, 0.137, -0.110], [-0.251, -0.305, -0.503], [-0.040, 0.164, -0.051], [-0.724, 0.304, 0.694], [0.600, -2.172, 0.682], [-1.546, 0.914, -0.324], [0.729, -0.680, 0.515], [0.616, 0.662, 0.386], [-0.023, -0.063, 0.668], [0.724, -2.286, 0.024], [-0.691, 1.712, 0.603], [0.670, -0.111, -0.619], [-0.504, 0.446, -0.835], [0.432, 0.091, -0.606], [0.174, 0.153, -0.265], [0.157, 0.116, -0.098], [-0.086, -0.072, 0.081], [-0.098, 0.211, -0.347], [0.268, 0.142, 0.514], [0.159, -0.195, 0.088], [-0.301, 0.588, -0.138], [0.217, -0.042, -0.561], [-0.572, -0.124, -0.061], [0.392, 0.251, 0.428], [-0.581, -0.146, 0.056], [0.070, 0.520, -0.286], [0.105, -0.208, -0.175], [-0.337, 0.227, -0.289], [-0.143, -0.418, -0.414], [0.345, -0.027, 0.379], [-0.105, 0.215, -0.119], [-0.067, -0.056, 0.094], [0.133, 0.057, -0.074]],
  "mulliken_charge": [1.642, -0.416, 0.791, -0.653, -0.664, 0.303, -0.891, -0.275, -0.503, 0.324, 0.244, 0.270, 0.211, 0.313, 0.305, -0.991, -0.190, -0.524, 0.274, 0.313, 0.308, 0.253, 0.258, 0.298, -0.955, -0.206, -0.556, 0.271, 0.325, 0.307, 0.242, 0.261, 0.309, -1.656, 1.463, -1.157, -0.651, -1.129, 1.449, 0.277, -0.461, -1.950, -1.716, -1.909, 0.345, 0.335, 0.440, 0.349, 0.441, 0.319, 0.365, 0.417, 0.394, 0.403, 0.407, 0.464, 0.449, 0.376, 0.339, 0.495, 0.391, 0.360, 0.353, -1.657, 1.382, -1.186, -0.728, -1.257, 1.494, 0.389, -0.467, -1.897, -1.576, -1.831, 0.379, 0.408, 0.333, 0.369, 0.496, 0.366, 0.389, 0.504, 0.334, 0.362, 0.415, 0.401, 0.297, 0.441, 0.339, 0.366, 0.389, 0.411, 0.334, -1.904, 1.474, -1.102, -0.699, -1.244, 1.425, 0.258, -0.497, -1.640, -1.862, -1.674, 0.407, 0.415, 0.431, 0.346, 0.436, 0.395, 0.350, 0.414, 0.475, 0.401, 0.397, 0.303, 0.443, 0.378, 0.392, 0.323, 0.475, 0.346, 0.339]
}